Entry 1:
DFT (ωB97M-V with the def2-TZVPD basis set) results for an isolated molecule of C3H4N2O2 at a distorted geometry.

ORCA input file:
```
! wB97M-V def2-TZVPD RIJCOSX def2/J DEFGRID3
* xyz 0 1
O 1.22 1.04 -1.90
O 0.25 -1.63 1.75
N -0.80 1.10 -0.74
N 0.89 -0.36 -0.12
C 0.39 0.62 -0.92
C -1.26 -0.19 0.98
C 0.02 -0.66 0.80
H -1.53 0.23 1.96
H 2.06 0.58 -1.75
H -1.07 1.73 -1.51
H -0.16 -2.45 1.45
*
```

Output
E_HOMO = -9.154 eV
LUMO = -0.2762 eV

Mulliken population analysis, charges in e, atoms 1 to 5: -0.4898, -0.5069, -0.5141, -0.6105, 0.6018

---

Entry 2:
DFT (ωB97M-V with the def2-TZVPD basis set) results for an isolated molecule of C3H4N2O2.

ORCA input file:
```
! wB97M-V def2-TZVPD RIJCOSX def2/J DEFGRID3
* xyz 0 1
O 1.41 1.13 0.22
O 2.88 -0.57 -0.20
N -1.76 -0.48 -0.25
N 0.59 -0.90 0.10
C -0.50 -0.02 0.17
C 0.03 1.20 0.28
C 1.76 -0.19 0.03
H -2.57 -0.25 0.29
H 0.56 -1.89 0.29
H -0.41 2.19 0.33
H -1.89 -0.20 -1.22
*
```

Output
E_HOMO = -8.702 eV
SMILES = Nc1coc(=O)[nH]1
LUMO = 0.6380 eV

Mulliken population analysis, charges in e, atoms 1 to 5: -0.3229, -0.5666, -0.5295, -0.0102, 0.3071

---

Entry 3:
DFT (ωB97M-V with the def2-TZVPD basis set) results for an isolated molecule of C3H4N2O2.

ORCA input file:
```
! wB97M-V def2-TZVPD RIJCOSX def2/J DEFGRID3
* xyz 0 1
O 2.12 0.28 0.94
O 0.26 2.14 0.22
N 0.75 -0.74 -0.65
N -0.34 -0.15 -0.16
C -0.54 1.28 0.24
C 1.94 -0.37 -0.08
C -1.47 -0.80 -0.10
H -1.46 -1.87 -0.09
H 2.78 -0.79 -0.67
H -2.40 -0.26 -0.19
H -1.59 1.33 0.60
*
```

Output
E_HOMO (spin up / spin down) = -9.192 / -9.190 eV
LUMO (spin up / spin down) = -1.1492 / -1.1510 eV

Mulliken population analysis, charges in e, atoms 1 to 5: -0.5470, -0.3277, -0.8350, 0.5957, 0.1207

---

Entry 4:
DFT (ωB97M-V with the def2-TZVPD basis set) results for a structure of composition C3H4N2O2 at a distorted geometry.

ORCA input file:
```
! wB97M-V def2-TZVPD RIJCOSX def2/J DEFGRID3
* xyz 0 1
O 2.42 -1.20 -0.31
O 2.20 1.05 -0.82
N -2.00 -0.58 -0.31
N 0.44 -0.33 0.30
C -1.05 0.21 0.18
C 1.95 -0.08 -0.45
C -0.50 1.19 0.78
H -1.53 -1.34 -0.79
H -2.83 -0.25 -0.81
H 0.10 2.03 1.04
H 0.81 -0.69 1.20
*
```

Output
E_HOMO = -9.785 eV
LUMO = 0.2516 eV

Mulliken population analysis, charges in e, atoms 1 to 5: -0.5561, -0.5610, -0.4390, -0.3276, 0.1561

---

Entry 5:
DFT (ωB97M-V with the def2-TZVPD basis set) results for an isolated molecule of C3H4N2O2 at a distorted geometry.

ORCA input file:
```
! wB97M-V def2-TZVPD RIJCOSX def2/J DEFGRID3
* xyz 0 1
O 2.29 0.15 -2.23
O 0.72 -1.31 -2.48
N 1.17 -0.25 -2.14
N 0.30 0.71 -1.58
C -0.30 0.45 -0.44
C -0.90 0.12 2.00
C -0.35 -0.39 0.89
H -0.71 -0.48 2.91
H -1.31 1.14 2.34
H -0.91 1.29 -0.10
H 0.00 -1.42 0.83
*
```

Output
E_HOMO = -10.663 eV
SMILES = C=C/C=N\[N+](=O)[O-]
LUMO = -0.5716 eV

Mulliken population analysis, charges in e, atoms 1 to 5: -0.5458, -0.5299, 1.0521, -0.4692, 0.0253

---

Entry 6:
DFT (ωB97M-V with the def2-TZVPD basis set) results for an isolated molecule of C3H4N2O2S at a distorted geometry.

ORCA input file:
```
! wB97M-V def2-TZVPD RIJCOSX def2/J DEFGRID3
* xyz 0 1
S 0.38 0.70 0.31
O -0.08 2.02 0.11
O 1.80 0.50 0.65
N 0.50 0.43 -2.34
N -0.64 -2.55 -1.00
C 0.22 -0.17 -1.30
C -0.28 -1.48 -1.23
C -0.65 -0.07 1.59
H 0.90 1.31 -2.24
H -1.66 -0.23 1.28
H -0.04 -0.99 1.71
H -0.45 0.52 2.47
*
```

Output
E_HOMO = -10.976 eV
SMILES = [H]/N=C(/C#N)S(C)(=O)=O
LUMO = -0.9209 eV

Mulliken population analysis, charges in e, atoms 1 to 5: 1.0181, -0.5829, -0.5778, -0.5378, -0.3466

---

Entry 7:
DFT (ωB97M-V with the def2-TZVPD basis set) results for an isolated molecule of C3H4N2O2S at a distorted geometry.

ORCA input file:
```
! wB97M-V def2-TZVPD RIJCOSX def2/J DEFGRID3
* xyz 0 1
S -0.15 0.92 0.87
O 0.47 -0.10 -2.11
O -2.38 0.76 -0.52
N 0.42 -1.61 0.53
N 2.17 -0.27 1.38
C 0.91 -0.52 0.88
C -0.63 -0.39 -1.64
C -1.21 0.42 -0.45
H 2.86 -1.00 1.37
H 1.09 -2.40 0.56
H 2.58 0.63 1.17
H -1.36 -1.11 -2.10
*
```

Output
E_HOMO = -9.828 eV
SMILES = [H]/N=C(\N)SC(=O)C=O
LUMO = -0.2007 eV

Mulliken population analysis, charges in e, atoms 1 to 5: -0.2007, -0.4470, -0.4723, -0.6340, -0.4995

---

Entry 8:
DFT (ωB97M-V with the def2-TZVPD basis set) results for an isolated molecule of C3H4N2O2S at a distorted geometry.

ORCA input file:
```
! wB97M-V def2-TZVPD RIJCOSX def2/J DEFGRID3
* xyz 0 1
S 0.09 -0.05 -1.59
O 2.41 1.94 -0.16
O -2.51 -0.91 -1.73
N -0.27 -0.28 0.95
N 1.74 0.66 0.39
C -1.57 -0.78 0.47
C -1.60 -0.59 -1.09
C 0.54 0.18 -0.08
H 1.51 0.85 1.43
H -1.31 -1.92 0.59
H 3.51 1.51 -0.09
H -2.53 -0.60 0.90
*
```

Output
E_HOMO = -8.807 eV
SMILES = O=C1CN=C(NO)S1
LUMO = 0.1537 eV

Mulliken population analysis, charges in e, atoms 1 to 5: -0.2216, -0.4256, -0.4335, -0.6033, -0.1888

---

Entry 9:
DFT (ωB97M-V with the def2-TZVPD basis set) results for an isolated molecule of C3H4N2O2S at a distorted geometry.

ORCA input file:
```
! wB97M-V def2-TZVPD RIJCOSX def2/J DEFGRID3
* xyz 0 1
S 2.39 -0.70 -0.17
O -0.21 -2.41 -0.17
O 1.05 2.20 -0.01
N -0.28 -1.03 -0.08
N 0.27 1.05 0.02
C 0.83 -0.15 -0.11
C -1.04 0.94 0.33
C -1.39 -0.34 0.19
H 1.88 2.08 -0.40
H -1.75 1.65 0.60
H -2.36 -0.76 0.41
H 0.61 -2.53 -0.61
*
```

Output
E_HOMO = -7.880 eV
SMILES = On1ccn(O)c1=S
LUMO = 0.7695 eV

Mulliken population analysis, charges in e, atoms 1 to 5: -0.4842, -0.3611, -0.4084, 0.2612, 0.3343

---

Entry 10:
DFT (ωB97M-V with the def2-TZVPD basis set) results for a cluster of 2 separate species, C3H4N2O2S in total at a distorted geometry.

ORCA input file:
```
! wB97M-V def2-TZVPD RIJCOSX def2/J DEFGRID3
* xyz 0 1
S -1.40 1.93 0.07
O -1.36 -1.64 1.17
O -2.63 -0.95 -0.64
N 0.42 -0.14 -0.40
N 0.78 0.97 -1.38
C 1.31 -0.17 0.75
C -0.31 1.00 -0.61
C -1.98 -1.22 0.30
H 0.94 -1.03 1.41
H 2.33 -0.28 0.49
H 1.13 0.74 1.27
H 0.77 0.79 -2.43
*
```

Output
E_HOMO = -9.266 eV
SMILES = CN1NC1=S.O=C=O
LUMO = 0.1453 eV

Mulliken population analysis, charges in e, atoms 1 to 5: -0.2947, -0.4017, -0.4047, -0.1372, -0.4211

---

Entry 11:
DFT (ωB97M-V with the def2-TZVPD basis set) results for an isolated molecule of C3H4N2O3 at a distorted geometry.

ORCA input file:
```
! wB97M-V def2-TZVPD RIJCOSX def2/J DEFGRID3
* xyz 0 1
O -2.07 2.23 -0.26
O -0.29 1.21 -1.24
O -1.34 0.41 0.67
N 1.69 -1.39 -0.21
N 0.12 -0.20 -1.39
C -0.15 -0.33 1.03
C 0.60 -0.67 -0.22
C -1.26 1.34 -0.35
H 1.99 -1.64 0.80
H -0.62 -1.24 1.35
H 0.33 0.26 1.85
H 1.00 0.02 -2.04
*
```

Output
E_HOMO = -10.439 eV
SMILES = [H]/N=C1\COC(=O)ON1
LUMO = 0.4809 eV

Mulliken population analysis, charges in e, atoms 1 to 5: -0.5159, -0.2140, -0.3379, -0.7413, -0.2424

---

Entry 12:
DFT (ωB97M-V with the def2-TZVPD basis set) results for a structure of composition C3H4N2O3 at a distorted geometry.

ORCA input file:
```
! wB97M-V def2-TZVPD RIJCOSX def2/J DEFGRID3
* xyz 0 1
O 1.04 1.54 1.63
O 0.25 -0.65 -2.28
O -1.90 -1.52 -0.57
N -0.93 -0.60 -0.32
N 0.83 0.79 -0.44
C -0.73 -0.17 1.10
C 0.10 -0.20 -1.19
C 0.32 0.81 0.82
H -1.14 -2.64 -1.18
H 1.62 2.00 1.02
H -1.66 -0.09 1.84
H 2.20 0.72 -0.42
*
```

Output
E_HOMO = -7.788 eV
LUMO = -0.6055 eV

Mulliken population analysis, charges in e, atoms 1 to 5: -0.4756, -0.5366, -0.5520, 0.3644, -0.4588

---

Entry 13:
DFT (ωB97M-V with the def2-TZVPD basis set) results for an isolated molecule of C3H4N2O3 at a distorted geometry.

ORCA input file:
```
! wB97M-V def2-TZVPD RIJCOSX def2/J DEFGRID3
* xyz 0 1
O -1.64 -1.36 -1.74
O 0.28 2.14 1.93
O -1.00 -0.85 0.43
N 1.09 0.53 0.70
N 1.44 -0.20 -0.36
C 0.57 -0.72 -1.17
C -0.80 -1.05 -0.95
C 0.14 1.40 0.92
H 0.73 -0.79 -2.34
H 1.84 0.73 1.27
H -0.06 -0.81 0.70
H -0.86 1.35 0.29
*
```

Output
E_HOMO = -10.109 eV
SMILES = O=CN/N=C\C(=O)O
LUMO = -1.5512 eV

Mulliken population analysis, charges in e, atoms 1 to 5: -0.4946, -0.5931, -0.5241, 0.1001, -0.6786

---

Entry 14:
DFT (ωB97M-V with the def2-TZVPD basis set) results for a structure of composition C3H4N2O3 at a distorted geometry.

ORCA input file:
```
! wB97M-V def2-TZVPD RIJCOSX def2/J DEFGRID3
* xyz 0 1
O -1.34 1.32 0.53
O 2.49 0.51 0.84
O -1.48 -1.69 0.13
N 0.77 1.01 -0.76
N 0.85 -1.38 0.00
C -0.38 -0.91 0.04
C -0.32 0.49 0.15
C 1.50 0.36 0.21
H 1.05 -2.24 -0.49
H -2.26 -1.12 0.24
H 0.91 2.01 -0.64
H -1.80 1.65 -0.26
*
```

Output
E_HOMO = -7.833 eV
LUMO = 0.2255 eV

Mulliken population analysis, charges in e, atoms 1 to 5: -0.5313, -0.4762, -0.5067, -0.4426, -0.3747

---

Entry 15:
DFT (ωB97M-V with the def2-TZVPD basis set) results for an isolated molecule of C3H4N2O3 at a distorted geometry.

ORCA input file:
```
! wB97M-V def2-TZVPD RIJCOSX def2/J DEFGRID3
* xyz 0 1
O -0.38 -1.33 1.55
O -0.54 0.85 2.36
O 1.01 1.82 0.63
N -0.16 -1.14 -2.34
N 0.33 0.41 -0.96
C -0.10 -0.74 -1.16
C 0.59 0.74 0.40
C -0.22 -0.02 1.37
H -0.11 1.62 2.30
H 0.79 0.94 -1.62
H -0.82 -1.90 -2.36
H -0.38 -1.27 -0.17
*
```

Output
E_HOMO = -9.755 eV
SMILES = [H]/N=C/NC(=O)C(=O)O
LUMO = -1.3499 eV

Mulliken population analysis, charges in e, atoms 1 to 5: -0.5496, -0.3965, -0.5672, -0.7033, -0.1358

---

Entry 16:
DFT (ωB97M-V with the def2-TZVPD basis set) results for an isolated molecule of C3H4N2O3 at a distorted geometry.

ORCA input file:
```
! wB97M-V def2-TZVPD RIJCOSX def2/J DEFGRID3
* xyz 0 3
O 2.01 -0.74 -1.31
O 0.30 -1.52 -2.32
O 0.10 0.58 1.74
N 0.83 -1.07 -1.33
N 0.69 -0.50 0.97
C -0.85 1.37 1.08
C -1.25 1.14 -0.11
C 0.04 -1.00 -0.11
H -1.03 -1.30 -0.06
H -1.54 1.03 -1.14
H 1.70 -0.27 0.95
H -0.98 2.29 1.63
*
```

Output
E_HOMO (spin up / spin down) = -7.840 / -10.015 eV
LUMO (spin up / spin down) = 0.7632 / -2.0135 eV

Mulliken population analysis, charges in e, atoms 1 to 5: -0.6470, -0.5953, -0.3171, 0.9583, -0.0862

---

Entry 17:
DFT (ωB97M-V with the def2-TZVPD basis set) results for a cluster of 2 separate species, C3H4N2O4 in total at a distorted geometry.

ORCA input file:
```
! wB97M-V def2-TZVPD RIJCOSX def2/J DEFGRID3
* xyz 0 1
O 0.06 1.94 0.01
O 3.44 -0.06 -0.55
O 2.68 -1.83 0.52
O -2.05 0.31 0.23
N 2.61 -0.66 0.11
N -3.78 -1.13 -0.35
C 1.09 1.16 -0.08
C -2.82 -0.47 -0.06
C 1.28 -0.05 0.32
H 1.94 1.79 -0.40
H -4.02 -1.97 -0.67
H 0.42 -0.55 0.76
H -0.84 1.53 0.17
*
```

Output
E_HOMO = -9.944 eV
SMILES = O=[N+]([O-])/C=C/O.N=C=O
LUMO = 0.1471 eV

Mulliken population analysis, charges in e, atoms 1 to 5: -0.5174, -0.5580, -0.5730, -0.4307, 0.9236

---

Entry 18:
DFT (ωB97M-V with the def2-TZVPD basis set) results for an isolated molecule of C3H4N2OS at a distorted geometry.

ORCA input file:
```
! wB97M-V def2-TZVPD RIJCOSX def2/J DEFGRID3
* xyz 0 1
S -1.10 1.97 -0.03
O -2.11 -1.68 -0.04
N 2.58 -0.42 0.03
N 0.27 -0.34 -0.11
C -0.90 0.32 -0.03
C -2.14 -0.50 0.04
C 1.51 0.27 -0.02
H 3.31 0.26 -0.03
H -3.10 0.10 0.21
H 1.46 1.38 0.07
H 0.23 -1.35 -0.07
*
```

Output
E_HOMO = -9.351 eV
SMILES = [H]/N=C/NC(=S)C=O
LUMO = -1.3092 eV

Mulliken population analysis, charges in e, atoms 1 to 5: -0.3168, -0.4521, -0.6081, -0.2207, 0.3269

---

Entry 19:
DFT (ωB97M-V with the def2-TZVPD basis set) results for a cluster of 2 separate species, C3H4N2OS in total at a distorted geometry.

ORCA input file:
```
! wB97M-V def2-TZVPD RIJCOSX def2/J DEFGRID3
* xyz 0 1
S -1.62 1.88 0.10
O 0.10 -2.53 -0.22
N -2.11 0.50 -0.16
N 1.22 -0.52 0.04
C -2.51 -0.61 -0.30
C 0.56 -1.47 -0.04
C 1.71 0.77 0.19
H 0.81 1.53 0.38
H 2.29 1.22 -0.62
H -2.90 -1.59 -0.50
H 2.45 0.84 1.13
*
```

Output
E_HOMO = -8.786 eV
SMILES = C#[N+][S-].CN=C=O
LUMO = 0.6486 eV

Mulliken population analysis, charges in e, atoms 1 to 5: -0.2352, -0.4901, -0.0929, -0.0611, -0.0562

---

Entry 20:
DFT (ωB97M-V with the def2-TZVPD basis set) results for a cluster of 2 separate species, C3H4N2OS in total at a distorted geometry.

ORCA input file:
```
! wB97M-V def2-TZVPD RIJCOSX def2/J DEFGRID3
* xyz 0 1
S 1.97 0.15 1.47
O -0.89 -0.52 -1.06
N -0.59 -1.75 0.89
N 0.16 0.61 0.83
C -0.49 0.68 -1.35
C -0.38 -0.69 0.30
C 0.32 1.38 -0.41
H -0.91 -2.56 -0.25
H 1.53 -1.01 2.10
H 0.31 2.59 -0.28
H -1.04 1.11 -2.24
*
```

Output
E_HOMO = -8.649 eV
LUMO = -0.1517 eV

Mulliken population analysis, charges in e, atoms 1 to 5: -0.1447, -0.3446, -0.6385, -0.2661, -0.0430

---

The records above yield ΔE to the lowest compared entry with this formula, charge and spin values of 110.3; 34.7; 103.0; 124.7; 162.2; 70.5; 34.2; 112.4; 104.0; 65.6; 74.6; 170.0; 88.7; 91.8; 70.0; 77.1; 112.0; 24.4; 76.9; 128.0 kcal/mol, respectively.
The records above yield calculated total energy values of -10247.48296; -10250.76110; -10247.79796; -10246.85564; -10245.23044; -21083.77283; -21085.34917; -21081.95796; -21082.32202; -21083.98638; -12295.76177; -12291.62173; -12295.14806; -12295.01268; -12295.96158; -12288.60504; -14341.83770; -19037.98825; -19035.71207; -19033.49711 eV, respectively.